{"formula": "CH3O4", "method": "wB97M-V/def2-TZVPD", "total_charge": 1, "largest_force_ev_per_a": 4.076, "multiplicity": 1, "de_lowest_ev": 0.8696, "e_tot_ha": -340.44397, "e_homo_ha": -0.6419, "species": ["C", "O", "O", "O", "O", "H", "H", "H"], "coordinates": [[-0.35071, 0.08685, 0.11011], [0.49000, -0.92718, 0.30116], [-0.02639, 1.33546, 0.30606], [-1.53640, 0.13550, -0.51352], [1.91250, -0.48398, 0.06277], [2.39109, -1.32962, 0.46467], [-2.10575, -0.71316, -0.68541], [-0.77434, 1.89613, -0.04584]], "lowdin_charge": [-0.3337, 0.1091, 0.2501, 0.1995, 0.1134, 0.2136, 0.2402, 0.2078]}